1.
ORCA calculation (the ωB97M-V functional and the def2-TZVPD basis) on C19H17ClHfIN5S as an isolated structure in a non-equilibrium geometry.

CARTESIAN COORDINATES (ANGSTROEM)
Hf -0.11662 0.40654 -0.32388
N -1.35480 -1.45604 3.51850
C -1.05237 -1.13659 2.27163
S 0.56492 -0.54560 1.94494
N -1.99063 -1.33662 1.36058
N -1.66737 -1.00074 0.11156
C -2.40496 -1.34662 -0.89107
C -1.89317 -1.05785 -2.22606
C -2.65533 -1.24658 -3.36774
C -2.06626 -1.05675 -4.60894
C -0.72437 -0.70478 -4.67471
C -0.03619 -0.49505 -3.49496
N -0.60039 -0.64903 -2.29064
H -0.67983 -1.35213 4.25564
H -2.26825 -1.83075 3.72913
H -3.32470 -1.90540 -0.75446
H -3.69059 -1.54715 -3.27556
H -2.64541 -1.19302 -5.51250
H -0.22900 -0.58487 -5.62725
H 1.00316 -0.19127 -3.50473
I 5.64034 2.57569 -0.19799
C 4.28971 0.99151 -0.33200
C 4.66248 -0.32099 -0.06219
C 3.71595 -1.32808 -0.19468
C 2.43187 -0.99586 -0.56402
N 2.05096 0.28132 -0.79019
C 2.97647 1.25326 -0.68317
H 5.67189 -0.55695 0.24809
H 3.97128 -2.36182 -0.00920
H 1.67420 -1.76282 -0.68350
H 2.65220 2.26564 -0.88217
Cl -0.45271 2.34626 -2.21798
C 0.38664 3.37895 -1.06063
C 1.31377 4.29827 -1.51255
C 2.03908 5.00978 -0.56861
C 1.82785 4.77491 0.78538
C 0.88218 3.85521 1.20836
C 0.11255 3.13536 0.28902
C -0.94807 2.15238 0.67329
H 1.46885 4.44935 -2.57296
H 2.76877 5.73794 -0.89451
H 2.39227 5.33207 1.52134
H 0.71309 3.70499 2.26717
H -1.91472 2.43938 0.24210
H -1.05254 2.11586 1.75493

For the orbital gap, the calculation gives 7.06 eV. For the LUMO energy, the calculation gives -0.2752 Eh. The charge is +2.



2.
ORCA calculation (the ωB97M-V functional and the def2-TZVPD basis) on one molecule with the formula C19H17ClN8S2 in a non-equilibrium geometry.

CARTESIAN COORDINATES (ANGSTROEM)
C -0.70879 -5.77955 1.69821
C 0.21629 -5.84490 0.92068
C 1.35629 -5.73951 -0.01271
S 1.09385 -4.44931 -1.32132
C 0.92859 -2.96372 -0.38216
N 0.12331 -1.99849 -0.84171
C -0.04679 -0.94039 -0.02951
S -1.15953 0.29460 -0.64611
C 0.03444 1.27256 -1.46772
N 1.26921 1.38597 -1.08896
N 1.88980 2.32114 -1.86562
N 1.01831 2.84926 -2.66345
N -0.14564 2.19154 -2.47074
C -1.42203 2.53133 -3.05944
C -1.85526 3.90670 -2.58168
N -3.23302 4.14935 -3.02516
C -3.51629 4.14400 -4.46694
C -3.92864 5.22328 -2.26343
C 0.62255 -0.81246 1.18888
C 0.26207 0.26381 2.07528
N -0.15710 1.14419 2.70856
C 1.48487 -1.82163 1.53821
C 2.13984 -1.91309 2.81654
C 1.99023 -3.10639 3.55101
C 2.58191 -3.24916 4.80282
C 3.31141 -2.17155 5.33273
C 3.49824 -0.96524 4.58137
Cl 4.43586 0.39065 5.14796
C 2.89395 -0.84077 3.33669
N 1.63153 -2.86443 0.73103
H -1.55513 -5.77970 2.35744
H 1.55227 -6.67891 -0.51725
H 2.28015 -5.51387 0.47576
H -2.18969 1.77738 -2.81685
H -1.31013 2.49834 -4.13921
H -1.80988 3.90581 -1.50936
H -1.10921 4.63544 -2.88043
H -4.57817 4.08069 -4.62892
H -3.19790 5.05348 -4.96536
H -3.04561 3.33413 -5.00709
H -3.88527 4.99459 -1.20298
H -5.01783 5.22757 -2.48029
H -3.49783 6.20189 -2.47372
H 1.40303 -3.95971 3.17651
H 2.50200 -4.17972 5.34084
H 3.80113 -2.25996 6.29444
H 3.04862 0.05474 2.73315

For the orbital gap, the calculation gives 8.11 eV. For the LUMO energy, the calculation gives -0.0227 Eh. The calculation puts the energy relative to the best compared isomer or geometry (same formula, charge and spin) at 0.000 eV. Its SMILES is C#CCSc1nc(Sc2nnnn2CCN(C)C)c(C#N)c(-c2cccc(Cl)c2)n1.



3.
ORCA calculation (the ωB97M-V functional and the def2-TZVPD basis) on a 2-piece molecular cluster, C19H17F4NO2 overall in a non-equilibrium geometry.

CARTESIAN COORDINATES (ANGSTROEM)
O -0.37114 -5.11535 1.83367
C -0.38230 -3.89399 2.04627
C -1.61971 -3.13221 2.15993
F -2.76157 -3.84462 2.21490
C -1.63514 -1.78026 2.12836
F -2.79873 -1.10244 2.02460
C -0.41995 -0.97334 2.15366
O -0.43981 0.26578 2.25366
C 0.81663 -1.74948 2.09738
F 1.96427 -1.04527 1.97208
C 0.83841 -3.10142 2.11902
F 1.99860 -3.78234 2.15082
C -0.44167 -0.09843 -0.51441
C 0.63470 0.75932 -0.45291
N 0.54968 2.10146 -0.35956
C 1.80325 2.83924 -0.25707
C 1.64765 4.23086 0.34294
C 0.52601 5.00584 -0.34048
C -0.78074 4.22172 -0.32304
C -0.63036 2.79584 -0.86050
C -0.39297 -1.41734 -1.09093
C -1.57276 -2.19884 -1.18026
C -1.53206 -3.49724 -1.66641
C -0.31621 -4.05349 -2.08807
C 0.85539 -3.29253 -2.01937
C 0.81894 -1.98222 -1.54960
H -1.43630 0.27202 -0.25595
H 1.65135 0.35720 -0.39089
H 2.48842 2.23531 0.35047
H 2.24278 2.93859 -1.26504
H 1.45445 4.15031 1.41968
H 2.60329 4.75155 0.22265
H 0.38192 5.96697 0.16236
H 0.81227 5.21765 -1.37735
H -1.17467 4.17420 0.70091
H -1.53824 4.72946 -0.93034
H -0.59171 2.84754 -1.96542
H -1.52675 2.22262 -0.60193
H -2.51700 -1.75627 -0.84891
H -2.45352 -4.08506 -1.71511
H -0.28510 -5.08546 -2.44302
H 1.80819 -3.72192 -2.33886
H 1.72223 -1.37397 -1.51793

For the orbital gap, the calculation gives 4.70 eV. For the LUMO energy, the calculation gives -0.0861 Eh. Its SMILES is O=C1C(F)=C(F)C(=O)C(F)=C1F.C(=C\N1CCCCC1)/c1ccccc1.



4.
ORCA calculation (the ωB97M-V functional and the def2-TZVPD basis) on C19H17IrN2O5 as an isolated structure in a non-equilibrium geometry.

CARTESIAN COORDINATES (ANGSTROEM)
Ir -0.72225 -0.68757 0.79061
C 3.44363 0.33344 -2.83983
C 2.04043 0.49208 -2.78753
C 1.33578 0.03646 -1.70932
C 1.98083 -0.60133 -0.61490
C 1.24935 -1.05665 0.53116
C 1.95047 -1.71448 1.51399
C 3.34803 -1.91293 1.43397
C 4.05748 -1.44902 0.36574
C 3.38583 -0.78325 -0.68834
C 4.09300 -0.29409 -1.81719
H 3.99912 0.70618 -3.69243
H 1.52153 0.97217 -3.60861
H 0.25839 0.14503 -1.67556
H 1.41914 -2.10203 2.37313
H 3.85541 -2.44234 2.23315
H 5.13108 -1.58962 0.29997
H 5.16875 -0.43197 -1.85202
O -4.43313 -0.44682 -0.85687
N -3.16089 -0.06642 -0.39756
O -2.19414 -0.33280 -1.18812
O -2.94977 -0.30019 0.89020
C -0.45583 0.96269 1.02165
C -0.43934 2.38584 0.97449
C -0.08473 3.18309 2.06638
C -0.09321 4.56056 1.94414
C -0.43792 5.15489 0.73565
C -0.78155 4.36399 -0.35370
C -0.78877 2.98522 -0.24405
H 0.19387 2.71033 2.99891
H 0.17743 5.17548 2.79317
H -0.44077 6.23348 0.64375
H -1.05839 4.82363 -1.29411
H -1.07323 2.35096 -1.07415
N -3.92990 -2.87641 0.89618
C -3.03298 -3.29226 -0.19866
C -1.67826 -3.71344 0.33143
O -1.37809 -4.89546 0.40957
O -0.90386 -2.75447 0.73656
H -4.59689 -1.31934 -0.43538
H -3.41387 -2.23962 1.50585
H -4.16517 -3.68571 1.45751
H -2.90560 -2.46063 -0.89295
H -3.49103 -4.12667 -0.72588

For the orbital gap (spin up / spin down), the calculation gives 6.49 / 6.52 eV. For the LUMO energy (spin up / spin down), the calculation gives 0.0755 / 0.0752 Eh. The spin multiplicity is 2. The charge is -1.



5.
ORCA calculation (the ωB97M-V functional and the def2-TZVPD basis) on one molecule with the formula C19H17N3O2S2 in a non-equilibrium geometry.

CARTESIAN COORDINATES (ANGSTROEM)
O -3.14703 -1.72440 -1.76469
C -2.69962 -1.04149 -0.86861
C -3.02356 0.35920 -0.63189
C -3.91105 1.03571 -1.47109
C -4.18011 2.36792 -1.25440
C -3.56462 3.04520 -0.20167
C -2.68876 2.39573 0.63725
C -2.41179 1.04045 0.43313
N -1.55722 0.39402 1.28316
C -1.28650 -0.84034 1.06440
S -0.19946 -1.62274 2.22050
C 0.68727 -0.13606 2.82750
C 1.55713 0.34687 1.73811
N 2.63806 -0.23073 1.37362
C 3.19463 0.35331 0.27634
C 4.35301 -0.06593 -0.37398
C 4.77285 0.62373 -1.49124
C 4.06044 1.72322 -1.96869
C 2.90894 2.15552 -1.34130
C 2.47714 1.46636 -0.22019
S 1.06630 1.73481 0.75795
N -1.77639 -1.58784 0.04089
C -1.30501 -2.93304 -0.24322
C -0.22367 -2.92518 -1.32522
C 0.99896 -2.09122 -0.94879
O 1.94589 -2.20189 -1.98570
H -4.36758 0.48748 -2.28119
H -4.86664 2.89352 -1.90060
H -3.77976 4.09190 -0.04405
H -2.20428 2.90501 1.45514
H -0.05963 0.59874 3.11790
H 1.27156 -0.48681 3.67648
H 4.89477 -0.91638 0.00856
H 5.66705 0.30917 -2.00748
H 4.41330 2.24421 -2.84538
H 2.35401 3.00318 -1.71133
H -2.16434 -3.50310 -0.60524
H -0.93441 -3.37842 0.68136
H 0.10004 -3.94987 -1.50666
H -0.64103 -2.53566 -2.25482
H 0.70750 -1.03621 -0.81890
H 1.42258 -2.45120 -0.00043
H 2.73509 -1.70508 -1.74279

For the orbital gap, the calculation gives 8.80 eV. For the LUMO energy, the calculation gives 0.0112 Eh. The calculation puts the energy relative to the best compared isomer or geometry (same formula, charge and spin) at 0.000 eV. Its SMILES is O=c1c2ccccc2nc(SCc2nc3ccccc3s2)n1CCCO.



6.
ORCA calculation (the ωB97M-V functional and the def2-TZVPD basis) on an isolated ion of composition C19H17N6O6S2 and charge -1 in a non-equilibrium geometry.

CARTESIAN COORDINATES (ANGSTROEM)
C 3.77766 -5.28460 1.65406
N 2.44996 -4.83377 1.92562
N 1.47904 -5.60420 2.43412
N 0.44181 -4.88678 2.54488
N 0.65168 -3.64479 2.13683
C 1.91233 -3.59660 1.74322
S 2.83133 -2.27629 1.13483
C 1.48035 -1.01228 0.93354
C 0.83282 -1.12119 -0.38568
C 1.12990 -0.30409 -1.42830
C 1.88929 0.98967 -1.38307
O 2.67630 1.32045 -0.52183
O 1.46282 1.76259 -2.34662
C 0.50092 1.02334 -3.28868
O 0.75051 1.14891 -4.47697
C -1.01631 1.15812 -2.73801
N -1.10839 1.76056 -1.44933
C -1.70584 2.90876 -1.11779
O -2.45515 3.57121 -1.79811
C -1.37170 3.27186 0.35785
O 0.01490 2.99485 0.59224
C 0.84007 4.00092 0.80631
O 0.55619 5.15737 0.92629
C -2.24577 2.40193 1.21970
C -3.57171 2.75946 1.43034
C -4.40787 1.92740 2.15163
C -3.93003 0.73298 2.66497
C -2.60977 0.37381 2.45772
C -1.77047 1.20335 1.73643
C -0.97812 -0.37209 -2.63248
S -1.76222 -1.15315 -1.18468
C -0.26749 -2.09296 -0.61359
N 0.48715 -0.38755 -2.62636
H 4.04826 -5.03324 0.62750
H 4.48520 -4.80199 2.33110
H 3.80030 -6.36272 1.79890
H 2.00570 -0.06390 1.04350
H 0.79975 -1.21190 1.75942
H -1.72116 1.61620 -3.42861
H -0.51215 1.34795 -0.74300
H -1.56647 4.33797 0.51594
H 1.86232 3.59432 0.87490
H -3.94338 3.68378 1.01381
H -5.43877 2.21033 2.30955
H -4.58714 0.08120 3.22219
H -2.23369 -0.56015 2.84816
H -0.73902 0.92499 1.58080
H -1.34139 -0.86556 -3.53624
H -0.56786 -2.61622 0.29117
H -0.04781 -2.80076 -1.41443

For the orbital gap, the calculation gives 7.28 eV. For the LUMO energy, the calculation gives 0.0819 Eh. The calculation puts the energy relative to the best compared isomer or geometry (same formula, charge and spin) at 0.156 eV. Its SMILES is Cn1nnnc1SCC1=C2C(=O)O[C@]3([O-])[C@H](NC(=O)[C@H](OC=O)c4ccccc4)[C@H](SC1)N23. The charge is -1.